# 1
{
  "formula": "H20O10",
  "method": "ωB97M-V/def2-TZVPD",
  "symbols": ["O", "O", "O", "O", "O", "O", "O", "O", "O", "O", "H", "H", "H", "H", "H", "H", "H", "H", "H", "H", "H", "H", "H", "H", "H", "H", "H", "H", "H", "H"],
  "coordinates": [[0.328, -0.645, -0.038], [3.356, 0.179, -4.309], [-1.900, 3.530, -1.116], [-1.995, -2.118, 1.814], [0.252, -1.297, 3.292], [1.563, 2.364, -3.365], [-1.568, 1.496, 1.514], [-1.603, -0.858, -0.541], [1.674, -3.929, -0.819], [0.031, 1.626, 3.778], [-2.372, -1.003, -0.032], [2.397, -0.169, -4.194], [0.794, -1.393, 2.535], [-2.098, 4.146, -1.825], [0.659, -0.833, -0.903], [0.816, 2.694, -3.767], [1.392, 2.282, -2.447], [-2.124, -2.918, 1.335], [2.243, -3.864, -0.046], [2.319, -4.353, -1.476], [3.921, -0.554, -4.505], [-0.698, 1.265, 1.213], [-1.746, -1.459, -1.300], [-2.205, 0.706, 1.494], [-2.421, 2.733, -1.323], [0.862, 2.039, 3.648], [-0.091, 0.222, -0.099], [0.063, -2.221, 3.641], [-0.109, 1.493, 4.734], [-2.702, -1.604, 1.642]],
  "atomic_forces_ev_per_a": [[4.2, 1.1, 2.0], [-2.8, 0.0, 0.5], [-0.2, -0.6, -0.2], [3.5, -2.0, 1.7], [-1.0, -1.5, 2.4], [2.9, -1.2, 0.0], [-2.8, -0.8, -0.1], [-3.3, -0.7, -3.0], [1.7, -1.0, -1.5], [-1.4, -0.5, 0.8], [-1.5, -0.2, 0.7], [2.7, 0.8, -0.3], [0.7, -0.3, -1.4], [-0.1, 0.1, -0.1], [0.4, -0.1, -0.8], [-2.6, 1.2, -1.2], [-0.4, 0.0, 1.2], [-0.1, -1.0, -0.6], [-0.2, 0.2, 0.3], [-1.6, 0.9, 1.2], [0.2, -0.9, -0.2], [0.3, -0.7, 0.3], [0.1, 0.4, 0.4], [2.2, 1.7, 0.0], [0.3, 0.5, 0.3], [1.2, 0.6, 0.2], [0.3, -0.6, -0.3], [0.4, 1.8, -1.0], [0.4, 0.1, -0.8], [-3.8, 2.5, -0.5]],
  "largest_force_ev_per_a": 4.8,
  "gap_ev": 9.4,
  "smiles": "O.O.O.O.O.O.O.O.O.O",
  "total_energy_ev": -20795.9133,
  "e_lumo_ev": 0.0602,
  "e_homo_ev": -9.350,
  "charge": 0
}

# 2
{
  "formula": "C19H20N6O4S",
  "method": "ωB97M-V/def2-TZVPD",
  "symbols": ["S", "O", "O", "O", "O", "N", "N", "N", "N", "N", "N", "C", "C", "C", "C", "C", "C", "C", "C", "C", "C", "C", "C", "C", "C", "C", "C", "C", "C", "C", "H", "H", "H", "H", "H", "H", "H", "H", "H", "H", "H", "H", "H", "H", "H", "H", "H", "H", "H", "H"],
  "coordinates": [[-2.302, -0.324, 3.383], [-0.113, -0.908, -3.674], [-3.080, -1.678, 2.845], [0.901, -2.874, -0.914], [-2.041, -0.716, 4.864], [-2.912, 1.077, 3.087], [1.167, -1.812, -0.172], [2.634, -1.233, -0.204], [2.745, -0.450, 0.545], [1.835, -1.516, -3.141], [2.669, 1.914, -7.905], [-4.803, 0.674, 1.543], [2.848, 0.960, -7.001], [-3.210, 1.363, 1.790], [-0.781, -0.427, 2.652], [-0.304, -1.339, 1.652], [1.311, 0.737, 2.429], [4.227, -0.847, -3.508], [0.202, -2.265, -1.919], [5.077, -0.301, -4.414], [4.764, 0.385, -5.439], [2.950, -0.952, -3.785], [0.840, -1.292, 0.919], [1.755, -0.086, 1.337], [3.316, 0.535, -5.816], [-2.479, 2.512, 5.173], [2.463, -0.101, -5.108], [0.700, -1.803, -2.957], [0.220, 0.596, 3.039], [-3.721, 1.639, 4.170], [-2.990, 2.978, 6.060], [-4.070, 2.477, 3.766], [5.549, 0.961, -5.982], [-3.482, 2.311, 1.600], [4.439, -1.334, -2.747], [-0.720, -1.691, -1.487], [-0.227, -3.299, -2.265], [-5.672, 1.183, 2.377], [-2.904, 0.719, 1.212], [1.421, -0.214, -5.295], [2.649, -2.035, -2.323], [-1.926, 3.070, 4.526], [-4.934, -0.351, 1.782], [-1.302, -1.829, 1.354], [-0.046, 1.026, 4.064], [-5.053, 0.673, 0.542], [-4.070, 0.905, 4.944], [-1.937, 1.696, 5.725], [2.268, 1.440, 2.822], [6.128, -0.156, -4.146]],
  "atomic_forces_ev_per_a": [[-1.9, -12.1, 4.0], [1.2, -4.2, 1.6], [2.3, 6.0, 0.6], [1.4, 0.0, 1.9], [-0.8, 3.3, -3.8], [0.8, 0.2, 3.6], [5.3, 1.2, 0.9], [0.1, -11.2, -12.3], [4.6, 12.2, 9.0], [17.9, -2.8, 3.9], [1.3, -9.3, 7.8], [-1.1, 2.5, 4.5], [-1.7, 12.4, -11.6], [-8.8, 0.8, 3.6], [6.3, 1.2, -2.9], [-7.9, 0.4, 1.9], [10.8, 2.0, -2.9], [-3.3, 1.0, -3.7], [-11.3, -9.5, 8.6], [4.4, 0.2, 2.8], [-2.3, 3.8, -5.2], [-6.3, 5.0, -7.3], [-2.6, 4.7, 4.6], [-5.3, -4.5, 0.5], [5.3, -1.3, 0.8], [-3.9, -4.4, 2.5], [-1.7, -5.0, 6.7], [-6.1, 12.2, -12.3], [-7.9, -1.6, 5.1], [6.1, -1.0, 4.6], [0.3, 0.4, -1.4], [-3.2, 2.8, -1.2], [-1.0, -0.7, 0.2], [0.5, 3.4, -1.0], [3.3, -4.2, 7.3], [1.8, -0.9, -1.1], [-0.6, 1.6, -0.3], [2.5, -1.0, -3.0], [4.8, -5.4, -6.6], [-0.6, 0.1, -0.2], [-3.6, 1.0, -1.8], [1.6, 1.8, -1.4], [1.0, -1.1, 0.7], [2.0, -0.5, -0.1], [0.8, 0.2, -1.7], [-0.8, 1.1, -2.2], [-0.7, 0.9, -1.5], [0.0, 0.6, -1.1], [-3.1, -1.6, -0.9], [-0.2, -0.8, 0.2]],
  "largest_force_ev_per_a": 18.6,
  "gap_ev": 8.0,
  "smiles": "CCN(CC)S(=O)(=O)c1ccc2nnn(OCC(=O)Nc3cccc(C#N)c3)c2c1",
  "total_energy_ev": -47967.4970,
  "e_lumo_ev": -1.1318,
  "e_homo_ev": -9.155,
  "charge": 0
}

# 3
{
  "formula": "C3H3ClO",
  "method": "ωB97M-V/def2-TZVPD",
  "symbols": ["Cl", "O", "C", "C", "C", "H", "H", "H"],
  "coordinates": [[-3.050, -1.320, 1.357], [0.201, 0.878, -0.921], [-1.926, -0.462, 0.553], [1.305, 0.190, -0.241], [-1.379, 0.354, -0.106], [1.383, 0.540, 0.763], [2.215, 0.706, -0.787], [1.251, -0.885, -0.617]],
  "atomic_forces_ev_per_a": [[-0.2, -0.4, 0.3], [-4.0, -1.4, 2.7], [-1.8, -1.3, 1.2], [0.3, 0.9, -3.8], [7.0, 2.9, -3.8], [-0.1, -0.8, 0.9], [-1.6, -1.1, 0.8], [0.4, 1.2, 1.6]],
  "largest_force_ev_per_a": 8.5,
  "gap_ev": 9.3,
  "total_energy_ev": -17723.0182,
  "e_lumo_ev": -0.8839,
  "e_homo_ev": -10.155,
  "charge": 0
}